Entry 1:
20
Properties=species:S:1:pos:R:3 method="wB97M-V/def2-TZVPD" multiplicity=1 charge=+1 total_energy_ha=-402.668084 relative_energy_kj_mol=141.1 e_homo_ev=-13.915 homo_lumo_gap_ev=10.670
O 1.82 0.23 1.25
C 0.88 0.85 1.71
C -0.04 1.54 0.78
C -1.29 0.82 0.27
C -1.13 -0.62 -0.10
C -1.14 -1.74 0.63
N -0.51 -0.76 -1.49
H 0.92 1.16 2.78
H 0.50 1.95 -0.13
H -0.40 2.56 1.19
H -1.99 0.82 1.13
H -1.82 1.36 -0.54
H -0.74 -2.70 0.41
H -1.55 -1.58 1.63
H 0.43 -0.34 -1.49
H -1.07 -0.34 -2.24
H -0.38 -1.75 -1.71
H 2.83 -0.79 -2.04
H 2.55 -0.11 -0.65
O 2.15 -0.56 -1.40


Entry 2:
20
Properties=species:S:1:pos:R:3 method="wB97M-V/def2-TZVPD" multiplicity=1 total_energy_ha=-798.127236 relative_energy_kj_mol=262.8 e_homo_ev=-7.832 homo_lumo_gap_ev=8.108
C -1.24 -1.15 -0.89
C -2.41 -1.64 -1.46
C -1.33 -0.52 0.30
C -3.61 -1.54 -0.78
C -2.57 -0.34 1.02
C 2.68 1.03 1.47
C 2.49 0.19 2.75
N -3.63 -0.87 0.41
N 2.24 0.22 0.36
O 1.92 -1.07 2.36
P 1.78 -1.21 0.69
H -0.31 -1.22 -1.42
H -2.45 -2.30 -2.38
H -0.34 -0.16 0.57
H -4.42 -1.97 -1.31
H 2.13 2.02 1.61
H 3.73 1.31 1.43
H 3.26 -0.02 3.43
H 1.73 0.52 3.45
H -4.55 -0.81 0.84


Entry 3:
68
Properties=species:S:1:pos:R:3 method="wB97M-V/def2-TZVPD" multiplicity=4 charge=+1 total_energy_ha=-2650.208996 relative_energy_kj_mol=15.9 s_squared=3.7531 e_homo_ev="-11.127 / -11.139" homo_lumo_gap_ev="8.981 / 9.037"
Nd -0.16 0.18 0.14
N 1.93 0.15 1.66
C 1.77 0.70 3.02
C 1.75 2.22 3.02
C 0.50 2.86 2.45
N 0.39 2.64 0.99
H 2.30 -0.80 1.70
H 2.62 0.68 1.12
H 2.59 0.35 3.66
H 0.84 0.31 3.44
H 2.64 2.60 2.51
H 1.85 2.55 4.06
H 0.51 3.93 2.68
H -0.39 2.44 2.92
H 1.25 2.93 0.54
H -0.34 3.25 0.62
C -2.89 -3.04 0.77
P -1.13 -2.62 0.66
C -0.55 -2.82 2.38
C -0.38 -4.09 -0.15
C 1.14 -3.93 -0.30
P 1.55 -2.27 -0.97
C 0.86 -2.40 -2.66
C 3.34 -2.35 -1.29
H -3.03 -4.03 1.21
H -3.34 -3.02 -0.22
H -3.40 -2.30 1.39
H -0.78 -3.82 2.75
H -1.03 -2.07 3.00
H 0.53 -2.68 2.45
H -0.85 -4.20 -1.13
H -0.63 -4.99 0.42
H 1.55 -4.69 -0.96
H 1.62 -4.05 0.67
H 1.11 -3.36 -3.11
H 1.28 -1.61 -3.29
H -0.22 -2.27 -2.67
H 3.59 -3.19 -1.94
H 3.89 -2.47 -0.35
H 3.68 -1.43 -1.75
C 4.38 2.70 -3.08
N 3.07 2.09 -2.85
C 2.19 1.98 -3.89
C 0.95 1.47 -3.75
C 0.60 1.04 -2.43
O -0.56 0.56 -2.13
N 1.48 1.11 -1.43
C 2.71 1.68 -1.56
O 3.44 1.87 -0.60
H 4.91 2.14 -3.85
H 4.94 2.65 -2.15
H 4.27 3.74 -3.38
H 2.57 2.34 -4.84
H 0.26 1.40 -4.57
C -4.64 0.24 1.96
Si -3.01 1.13 2.08
C -2.80 1.81 3.82
C -3.02 2.54 0.84
O -1.75 0.12 1.69
H -5.43 0.96 2.18
H -4.73 -0.58 2.68
H -4.83 -0.17 0.97
H -3.72 1.72 4.40
H -2.52 2.86 3.83
H -2.03 1.25 4.36
H -4.03 2.80 0.52
H -2.49 2.25 -0.08
H -2.56 3.45 1.22


Entry 4:
80
Properties=species:S:1:pos:R:3 method="wB97M-V/def2-TZVPD" multiplicity=2 total_energy_ha=-4409.243927 relative_energy_kj_mol=139.9 s_squared=0.7553 e_homo_ev="-7.988 / -7.985" homo_lumo_gap_ev="7.705 / 6.159"
Cu 0.82 -0.37 0.63
S 0.47 -0.63 2.83
C -0.16 -2.21 2.50
N -0.80 -2.94 3.32
N -1.15 -4.20 2.73
C -2.49 -4.33 2.30
C -3.25 -3.24 1.87
C -4.53 -3.45 1.39
C -5.08 -4.72 1.32
C -4.33 -5.80 1.76
C -3.05 -5.61 2.25
N 0.17 -2.67 1.16
N -0.63 -2.26 0.30
C -0.33 -2.72 -1.02
C -0.23 -4.08 -1.27
C 0.03 -4.50 -2.56
C 0.20 -3.57 -3.58
C 0.10 -2.21 -3.31
C -0.19 -1.78 -2.03
H -0.93 -4.91 3.41
H -2.84 -2.25 1.93
H -5.11 -2.59 1.06
H -6.08 -4.86 0.94
H -4.74 -6.80 1.72
H -2.47 -6.46 2.60
H -0.38 -4.78 -0.46
H 0.10 -5.56 -2.78
H 0.42 -3.91 -4.59
H 0.23 -1.48 -4.10
H -0.31 -0.72 -1.81
C 4.48 0.13 2.66
N 3.99 -1.24 2.61
C 3.96 -2.14 3.66
C 3.33 -3.24 3.23
N 2.98 -3.00 1.92
C 3.37 -1.77 1.54
S 3.10 -1.01 0.04
H 5.02 0.27 3.59
H 3.64 0.82 2.60
H 5.14 0.31 1.82
H 4.39 -1.90 4.62
H 3.09 -4.16 3.73
H 2.41 -3.58 1.32
C 1.55 3.82 1.44
C 1.68 3.80 -0.09
C 3.03 3.17 -0.45
C 1.60 5.23 -0.62
Si 0.27 2.71 -0.73
O 0.41 1.22 -0.11
C -1.38 3.44 -0.20
C -1.95 4.54 -0.84
C -3.15 5.08 -0.41
C -3.82 4.51 0.68
C -3.27 3.41 1.32
C -2.06 2.88 0.88
C 0.20 2.51 -2.61
C 1.12 3.01 -3.53
C 0.99 2.74 -4.89
C -0.06 1.96 -5.35
C -0.99 1.47 -4.45
C -0.86 1.74 -3.10
H 2.40 4.37 1.87
H 1.55 2.81 1.85
H 0.63 4.32 1.76
H 3.84 3.77 -0.01
H 3.21 3.13 -1.53
H 3.11 2.15 -0.07
H 2.43 5.82 -0.23
H 0.67 5.72 -0.30
H 1.64 5.28 -1.71
H -1.45 4.98 -1.69
H -3.58 5.93 -0.92
H -4.76 4.92 1.01
H -3.79 2.96 2.16
H -1.65 2.01 1.39
H 1.95 3.61 -3.20
H 1.72 3.13 -5.59
H -0.16 1.76 -6.41
H -1.83 0.87 -4.80
H -1.61 1.36 -2.41


Entry 5:
24
Properties=species:S:1:pos:R:3 method="wB97M-V/def2-TZVPD" multiplicity=1 total_energy_ha=-497.641948 relative_energy_kj_mol=315.9 e_homo_ev=-7.712 homo_lumo_gap_ev=8.626
C -1.22 2.24 2.90
C -1.21 1.79 1.75
C -1.20 1.36 0.34
N -1.22 -0.12 0.25
C -2.43 -0.78 0.63
C 0.00 -0.82 0.21
C 0.26 -1.79 1.16
C 1.02 -0.46 -0.81
C 0.79 0.14 -2.04
C 2.09 0.36 -2.70
C 3.03 -0.18 -1.84
N 2.36 -0.68 -0.71
H -1.31 2.63 3.89
H -0.35 1.78 -0.19
H -2.11 1.77 -0.15
H -2.54 -1.72 0.11
H -2.40 -0.99 1.70
H -3.33 -0.20 0.39
H -0.44 -1.95 1.99
H 1.21 -2.30 1.21
H -0.17 0.51 -2.42
H 2.24 0.83 -3.65
H 4.10 -0.23 -2.02
H 2.81 -1.19 0.03